Entry 1:
{
  "formula": "C4H6N2O",
  "method": "ωB97M-V with the def2-TZVPD basis set",
  "e_homo_ev": -9.54,
  "charge": 0,
  "orbital_gap_ev": 10.10,
  "spin_multiplicity": 1,
  "elements": ["C", "C", "C", "C", "N", "N", "O", "H", "H", "H", "H", "H", "H"],
  "positions_angstrom": [[-1.615, -0.111, -0.087], [1.694, 1.677, 0.075], [-2.658, 0.588, 0.808], [1.929, -0.704, -0.275], [-1.849, 1.186, -0.236], [2.232, 0.624, 0.215], [1.630, 2.831, 0.228], [-3.694, 0.562, 0.481], [-2.224, 0.926, 1.757], [2.594, -1.362, 0.406], [0.797, -0.867, -0.403], [2.388, -0.682, -1.338], [-1.731, 2.159, -0.582]],
  "nbo_charge": [0.146, 0.814, -0.366, -0.451, -0.600, -0.518, -0.523, 0.198, 0.195, 0.221, 0.245, 0.198, 0.441]
}

***

Entry 2:
{
  "formula": "C4H6N2O",
  "method": "ωB97M-V with the def2-TZVPD basis set",
  "e_homo_ev": -8.02,
  "charge": 0,
  "orbital_gap_ev": 8.17,
  "spin_multiplicity": 1,
  "elements": ["O", "C", "N", "C", "C", "C", "N", "H", "H", "H", "H", "H", "H"],
  "positions_angstrom": [[-0.970, -1.580, -0.447], [-0.465, -0.558, -0.028], [-1.144, 0.208, 0.963], [-0.844, 1.473, 1.238], [1.129, 1.358, -0.161], [1.921, 0.104, -0.011], [0.600, 0.080, -0.589], [-2.026, -0.236, 1.229], [1.023, 1.879, 0.793], [-1.185, 1.658, 2.273], [0.646, 2.202, -0.789], [2.742, -0.100, -0.699], [2.018, -0.302, 0.999]],
  "nbo_charge": [-0.557, 0.778, -0.642, -0.059, -0.289, -0.217, -0.446, 0.408, 0.239, 0.114, 0.262, 0.208, 0.201]
}

***

Entry 3:
{
  "formula": "C4H6N2O",
  "method": "ωB97M-V with the def2-TZVPD basis set",
  "e_homo_ev": -7.38,
  "charge": 0,
  "orbital_gap_ev": 7.86,
  "spin_multiplicity": 1,
  "elements": ["N", "C", "C", "O", "N", "C", "C", "H", "H", "H", "H", "H", "H"],
  "positions_angstrom": [[1.333, -0.981, -1.020], [0.068, -0.500, -0.464], [0.298, 0.412, 0.698], [1.437, 0.675, 1.306], [-0.822, 0.998, 0.973], [-1.797, 0.679, -0.092], [-1.282, -0.064, -1.105], [1.460, -0.664, -1.978], [1.364, -2.004, -1.013], [2.126, 0.173, 0.822], [-0.930, 1.683, 1.710], [-2.815, 0.967, 0.167], [-0.439, -1.375, -0.004]],
  "nbo_charge": [-0.861, -0.245, 0.608, -0.629, -0.517, -0.258, -0.277, 0.384, 0.377, 0.522, 0.417, 0.203, 0.278]
}

***

Entry 4:
{
  "formula": "C4H6N2O",
  "method": "ωB97M-V with the def2-TZVPD basis set",
  "smiles": "COc1c[nH]cn1",
  "e_homo_ev": -8.39,
  "charge": 0,
  "orbital_gap_ev": 9.34,
  "spin_multiplicity": 1,
  "elements": ["C", "O", "C", "C", "N", "C", "N", "H", "H", "H", "H", "H", "H"],
  "positions_angstrom": [[2.284, 0.194, -0.362], [1.206, -0.650, -0.722], [-0.011, -0.255, -0.293], [-0.891, -1.111, 0.293], [-2.032, -0.351, 0.503], [-1.743, 0.899, 0.065], [-0.519, 1.007, -0.401], [2.070, 1.235, -0.612], [3.159, -0.150, -0.919], [2.475, 0.105, 0.714], [-0.591, -1.930, 0.907], [-2.961, -0.708, 0.682], [-2.445, 1.717, 0.147]],
  "nbo_charge": [-0.252, -0.499, 0.396, -0.198, -0.522, 0.187, -0.502, 0.194, 0.191, 0.169, 0.221, 0.419, 0.196]
}

***

Entry 5:
{
  "formula": "C4H6N2O",
  "method": "ωB97M-V with the def2-TZVPD basis set",
  "smiles": "Cc1ncc(O)[nH]1",
  "e_homo_ev": -8.03,
  "charge": 0,
  "orbital_gap_ev": 8.73,
  "spin_multiplicity": 1,
  "elements": ["C", "C", "N", "C", "C", "O", "N", "H", "H", "H", "H", "H", "H"],
  "positions_angstrom": [[-1.384, 0.150, -1.686], [-0.280, 0.012, -0.691], [0.999, 0.012, -0.953], [1.645, -0.096, 0.265], [0.721, -0.144, 1.267], [0.777, -0.204, 2.620], [-0.505, -0.088, 0.662], [-0.958, 0.537, -2.613], [-2.149, 0.852, -1.335], [-1.874, -0.806, -1.905], [2.724, -0.119, 0.343], [1.676, 0.023, 2.887], [-1.392, -0.129, 1.140]],
  "nbo_charge": [-0.654, 0.337, -0.450, -0.205, 0.393, -0.668, -0.552, 0.246, 0.215, 0.222, 0.205, 0.493, 0.419]
}

***

Entry 6:
{
  "formula": "C4H6N2O",
  "method": "ωB97M-V with the def2-TZVPD basis set",
  "smiles": "[H]/N=C(\\N)C1(O)C=C1",
  "e_homo_ev": -8.78,
  "charge": 0,
  "orbital_gap_ev": 9.69,
  "spin_multiplicity": 1,
  "elements": ["N", "C", "C", "O", "C", "C", "N", "H", "H", "H", "H", "H", "H"],
  "positions_angstrom": [[-0.174, 0.111, -1.919], [0.468, -0.123, -0.724], [-0.344, 0.095, 0.538], [-1.714, -0.177, 0.244], [-0.077, 0.863, 1.749], [0.484, -0.303, 1.773], [1.646, -0.600, -0.577], [-1.182, 0.152, -1.865], [0.178, -0.409, -2.710], [-2.234, 0.434, 0.783], [-0.459, 1.700, 2.298], [1.320, -0.967, 1.888], [2.086, -0.775, -1.480]],
  "nbo_charge": [-0.816, 0.422, 0.109, -0.728, -0.205, -0.130, -0.728, 0.406, 0.378, 0.476, 0.220, 0.267, 0.330]
}

***

Entry 7:
{
  "formula": "C4H6N2O",
  "method": "ωB97M-V with the def2-TZVPD basis set",
  "smiles": "c1cn[nH]c1.C=O",
  "e_homo_ev": -9.30,
  "charge": 0,
  "orbital_gap_ev": 10.16,
  "spin_multiplicity": 1,
  "elements": ["C", "O", "C", "N", "N", "C", "C", "H", "H", "H", "H", "H", "H"],
  "positions_angstrom": [[1.273, -0.497, 2.385], [0.092, -0.334, 2.551], [0.613, -0.090, -1.193], [0.273, 0.954, -1.936], [-1.023, 1.141, -1.664], [-1.519, 0.250, -0.774], [-0.476, -0.582, -0.442], [1.983, -0.527, 3.234], [1.715, -0.629, 1.377], [1.633, -0.454, -1.223], [-1.518, 1.879, -2.138], [-2.547, 0.286, -0.440], [-0.499, -1.398, 0.264]],
  "nbo_charge": [0.278, -0.493, -0.077, -0.265, -0.331, -0.055, -0.342, 0.108, 0.110, 0.204, 0.406, 0.221, 0.236]
}

***

Entry 8:
{
  "formula": "C4H6N2O",
  "method": "ωB97M-V with the def2-TZVPD basis set",
  "smiles": "NC1=CCNC1=O",
  "e_homo_ev": -8.70,
  "charge": 0,
  "orbital_gap_ev": 9.72,
  "spin_multiplicity": 1,
  "elements": ["N", "C", "C", "O", "N", "C", "C", "H", "H", "H", "H", "H", "H"],
  "positions_angstrom": [[-1.853, 1.026, -0.570], [-0.615, 0.505, -0.264], [-0.302, -0.933, -0.546], [-1.075, -1.861, -0.438], [1.082, -1.013, -0.633], [1.450, -0.157, 0.505], [0.442, 0.965, 0.417], [-2.545, 0.300, -0.708], [-2.176, 1.738, 0.070], [1.196, -0.760, 1.394], [1.411, -1.968, -0.552], [2.499, 0.132, 0.495], [0.530, 1.898, 0.963]],
  "nbo_charge": [-0.791, 0.089, 0.638, -0.588, -0.606, -0.240, -0.270, 0.395, 0.379, 0.187, 0.383, 0.207, 0.217]
}

***

Entry 9:
{
  "formula": "C4H6N2O",
  "method": "ωB97M-V with the def2-TZVPD basis set",
  "smiles": "C=NN1C[C@H]1C=O",
  "e_homo_ev": -9.54,
  "charge": 0,
  "orbital_gap_ev": 9.52,
  "spin_multiplicity": 1,
  "elements": ["C", "C", "C", "C", "H", "H", "H", "H", "H", "H", "N", "N", "O"],
  "positions_angstrom": [[-0.570, -0.174, 2.392], [-0.784, -0.232, -0.339], [0.727, -0.218, -0.640], [0.996, 0.590, -2.051], [-1.550, -0.648, 1.820], [-0.202, -0.691, 3.318], [-0.815, -1.095, 0.112], [-1.583, -0.114, -1.085], [1.369, -0.913, -0.434], [0.263, 1.507, -2.095], [0.278, 0.665, 1.549], [-0.045, 0.870, 0.249], [1.916, 0.451, -2.796]],
  "nbo_charge": [-0.208, -0.292, -0.136, 0.442, 0.166, 0.220, 0.200, 0.219, 0.208, 0.112, -0.218, -0.206, -0.508]
}

***

Entry 10:
{
  "formula": "C4H6N2O",
  "method": "ωB97M-V with the def2-TZVPD basis set",
  "smiles": "Nc1[nH]ccc1O",
  "e_homo_ev": -7.26,
  "charge": 0,
  "orbital_gap_ev": 8.11,
  "spin_multiplicity": 1,
  "elements": ["N", "C", "C", "O", "C", "C", "N", "H", "H", "H", "H", "H", "H"],
  "positions_angstrom": [[1.990, 0.732, 0.158], [0.640, 0.389, -0.005], [0.045, -0.818, 0.183], [0.742, -1.948, 0.521], [-1.371, -0.661, -0.031], [-1.565, 0.627, -0.391], [-0.341, 1.328, -0.359], [2.313, 1.393, -0.540], [2.565, -0.104, 0.117], [0.126, -2.686, 0.562], [-2.136, -1.416, 0.096], [-2.445, 1.176, -0.695], [-0.563, 1.989, 0.385]],
  "nbo_charge": [-0.816, 0.232, 0.161, -0.680, -0.324, -0.065, -0.578, 0.376, 0.385, 0.481, 0.219, 0.210, 0.398]
}

***

Entry 11:
{
  "formula": "C4H6N2O",
  "method": "ωB97M-V with the def2-TZVPD basis set",
  "e_homo_ev": -8.89,
  "charge": 0,
  "orbital_gap_ev": 9.38,
  "spin_multiplicity": 1,
  "elements": ["C", "O", "C", "C", "N", "C", "N", "H", "H", "H", "H", "H", "H"],
  "positions_angstrom": [[-2.088, 0.075, -0.504], [-0.724, -0.258, -0.694], [0.079, -0.152, 1.019], [0.359, 0.783, -0.094], [1.647, 0.664, -0.642], [2.155, -0.299, 0.033], [1.290, -0.822, 0.955], [-2.238, 1.160, -0.408], [-2.478, -0.417, 0.391], [-2.609, -0.280, -1.397], [-0.095, 1.738, -0.191], [3.172, -0.653, -0.089], [1.537, -1.545, 1.605]],
  "nbo_charge": [-0.248, -0.495, 0.089, 0.115, -0.489, 0.295, -0.640, 0.173, 0.196, 0.196, 0.196, 0.202, 0.410]
}

***

Entry 12:
{
  "formula": "C4H6N2O",
  "method": "ωB97M-V with the def2-TZVPD basis set",
  "smiles": "[H]/N=C1\\C=CNC1=O.[H][H]",
  "e_homo_ev": -9.12,
  "charge": 0,
  "orbital_gap_ev": 8.83,
  "spin_multiplicity": 1,
  "elements": ["N", "C", "C", "O", "N", "C", "C", "H", "H", "H", "H", "H", "H"],
  "positions_angstrom": [[0.833, -1.912, 0.513], [0.036, -0.956, 0.258], [0.260, 0.430, 0.877], [1.126, 0.799, 1.632], [-0.772, 1.203, 0.365], [-1.586, 0.444, -0.475], [-1.167, -0.829, -0.576], [2.941, 1.170, -0.931], [0.539, -2.756, 0.016], [2.774, 1.110, -0.209], [-0.887, 2.180, 0.578], [-2.441, 0.912, -0.949], [-1.628, -1.612, -1.161]],
  "nbo_charge": [-0.519, 0.150, 0.629, -0.527, -0.628, 0.061, -0.373, -0.022, 0.334, 0.018, 0.422, 0.221, 0.233]
}